# 1
Density functional theory data (ωB97M-V with the def2-TZVPD basis set) for a 2-piece molecular cluster, C5H17N2O overall.

Values from the calculation:
- HOMO: -12.1 eV
- Energy relative to the best compared isomer or geometry (same formula, charge and spin): 2.420 eV
- Maximum force: 0.0698 hartree/bohr
- Molecular weight: 121.20 g mol⁻¹

Geometry as ORCA input:
```
! RIJCOSX wB97M-V def2-TZVPD def2/J DEFGRID3
* xyz 1 1
H 0.1596 -0.9224 -2.0175
N 0.0019 -0.1852 1.0343
C 0.5493 -0.5950 2.3321
H -2.9465 0.9255 -0.1161
H -1.3883 0.9070 2.2253
H -3.1195 -0.2203 0.9837
H -0.7548 1.7922 0.7243
C 1.7031 -1.0288 -0.5229
H 0.2978 -0.0294 3.2111
H 1.6397 -0.4238 -2.5239
H 2.7849 -0.8393 -0.5901
N 1.1836 -1.1580 -1.9976
C 1.1047 0.2219 0.1548
O -0.9377 1.4750 -1.8167
H 1.5012 -2.0835 -2.3180
C -1.1088 0.8406 1.1019
H -0.7876 2.0810 -2.5434
H 1.8069 0.6765 0.8387
H -1.5999 1.7110 -1.1591
H 0.7532 0.9159 -0.6202
H -2.0298 -0.6914 -0.1761
H 1.6559 -0.6021 2.3290
C -2.3206 0.1868 0.3754
H 0.3051 -1.6776 2.5151
H 1.4094 -1.9033 -0.0105
*
```

# 2
Density functional theory data (ωB97M-V with the def2-TZVPD basis set) for a 2-piece molecular cluster, C5H17N2O overall.

Values from the calculation:
- HOMO: -14.2 eV
- Energy relative to the best compared isomer or geometry (same formula, charge and spin): 2.533 eV
- Maximum force: 0.1105 hartree/bohr
- Molecular weight: 121.20 g mol⁻¹

Geometry as ORCA input:
```
! RIJCOSX wB97M-V def2-TZVPD def2/J DEFGRID3
* xyz 1 1
H 1.4000 -2.2284 -0.4609
C 0.8470 -1.2649 -0.4478
O -2.5797 0.7440 0.9500
H -1.3140 -2.8611 1.4395
H -0.6784 3.0336 -0.7199
H 0.9350 -0.9706 -1.5415
H 0.2988 0.5766 -1.7847
N -0.4800 -1.5121 0.1080
C 0.0661 2.7363 -1.4797
H 1.1012 1.7630 0.9524
N 0.7587 0.9442 0.3422
C 0.7339 1.3618 -1.1204
H 0.0849 -2.2918 1.9836
H 1.7381 1.4999 -1.3132
C -0.3423 -2.7354 1.0524
H -1.0765 -1.9310 -0.6707
H -0.0117 -3.6357 0.6926
H -3.5897 0.4490 0.8314
H 1.8194 -0.6566 1.5027
H -2.0500 -0.0596 0.8706
H -0.5507 2.5817 -2.3849
C 1.6035 -0.3337 0.4663
H 0.6617 3.5910 -1.7781
H 2.6525 -0.1147 0.1097
H -0.1832 0.6923 0.6945
*
```

# 3
Density functional theory data (ωB97M-V with the def2-TZVPD basis set) for a 2-piece molecular cluster, C5H17N2O overall.

Values from the calculation:
- HOMO: -13.0 eV
- Energy relative to the best compared isomer or geometry (same formula, charge and spin): 0.732 eV
- Maximum force: 0.0330 hartree/bohr
- Molecular weight: 121.20 g mol⁻¹

Geometry as ORCA input:
```
! RIJCOSX wB97M-V def2-TZVPD def2/J DEFGRID3
* xyz 1 1
C 0.1368 -0.8842 0.6767
H 3.0951 1.0883 -1.8721
N 0.7621 1.1429 -0.5232
C 0.9338 0.8021 -1.9561
C 1.2621 0.1066 0.3880
H -1.2264 1.6997 1.8020
H 0.7667 -0.2636 -2.0328
C -1.2764 0.6556 2.1066
H -2.3924 -3.3084 1.3254
H -0.4619 0.4889 2.7975
H -1.0527 0.5546 0.0726
N -1.1271 -0.1368 0.8346
H 1.5516 0.5914 1.3161
H -0.0375 -1.6600 -0.0667
C 2.2556 1.3362 -2.5180
H -1.9282 -0.7773 0.7454
H 0.3635 -1.4744 1.5669
H -3.3774 -2.3007 0.7690
H 1.1566 2.0372 -0.2682
H -2.2508 0.4582 2.5201
H 2.1602 -0.4172 0.0513
O -2.4374 -2.5590 0.7135
H 0.1678 1.3512 -2.4799
H 2.1520 2.3997 -2.7187
H 2.4080 0.9035 -3.5106
*
```

# 4
Density functional theory data (ωB97M-V with the def2-TZVPD basis set) for a 2-piece molecular cluster, C5H17N2Si overall.

Values from the calculation:
- HOMO: -14.0 eV
- Energy relative to the best compared isomer or geometry (same formula, charge and spin): 0.000 eV
- Maximum force: 0.0610 hartree/bohr
- Molecular weight: 133.29 g mol⁻¹

Geometry as ORCA input:
```
! RIJCOSX wB97M-V def2-TZVPD def2/J DEFGRID3
* xyz 1 1
N 3.4235 1.2208 -1.2941
C -1.0556 -0.1795 -1.5570
H 4.1501 1.6847 -0.7526
C 0.0982 1.5897 0.9008
H -0.8762 2.0327 1.2066
H 0.6508 3.0818 -0.2665
H -0.7175 -3.2450 -0.4221
H -0.7571 -3.0317 1.3011
H 1.2820 -0.0910 1.0825
H 0.6491 -2.5551 0.5038
H 3.8855 0.3080 -1.6558
C -2.7782 -0.8003 1.0998
H -0.4467 -0.5520 -2.3875
H -2.0340 -0.2940 -1.9918
C 0.2073 0.1545 1.2594
H -2.8603 -1.1104 2.2654
H 0.0914 0.1100 2.3069
H 3.3707 1.8380 -2.1471
N 0.9233 2.2219 0.1699
H -3.4267 -1.5705 0.6832
C -0.4193 -2.6332 0.4108
H -3.2625 0.1165 0.9113
Si -1.0271 -0.9420 0.1915
H -0.7949 0.9068 -1.5866
H 1.7244 1.7393 -0.2320
*
```

# 5
Density functional theory data (ωB97M-V with the def2-TZVPD basis set) for an isolated ion of composition C5H17N6 and charge +1.

Values from the calculation:
- HOMO (alpha / beta): -12.1 / -12.1 eV
- Energy relative to the best compared isomer or geometry (same formula, charge and spin): 0.000 eV
- Maximum force: 0.1044 hartree/bohr
- Molecular weight: 161.23 g mol⁻¹

Geometry as ORCA input:
```
! RIJCOSX wB97M-V def2-TZVPD def2/J DEFGRID3
* xyz 1 1
C 2.3408 0.8484 -0.7355
N 1.7565 -0.4768 -0.3898
H 0.2781 -0.5573 -0.6291
N -1.4685 0.1857 0.0691
H -2.6959 -0.8270 1.7113
H 1.7394 1.8409 1.0372
H -0.7912 -1.5370 0.3846
C -2.7119 -0.1608 0.7684
N 2.4200 -1.3083 0.3292
N 1.5570 1.8280 0.0487
C 0.1742 2.1594 0.0455
N 1.7922 -2.2789 0.8339
H -3.2589 -0.7762 0.1227
H -0.5147 -2.1507 -2.2589
C -1.3149 -1.5162 -1.6563
H 3.4077 -1.0447 0.5304
H -0.1239 0.9758 1.6737
H -1.5323 1.8001 1.1573
H 3.3410 0.7783 -0.4838
H -3.3015 0.8124 1.0905
H 2.1734 1.1629 -1.7151
N -0.7439 -0.9201 -0.4135
H 0.0402 3.0887 0.4968
H 2.3801 -2.8105 1.4603
H -0.3636 2.2134 -0.8390
C -0.7693 1.2337 0.8784
H -1.5489 -0.5888 -2.2131
H -2.2613 -1.9744 -1.3038
*
```

# 6
Density functional theory data (ωB97M-V with the def2-TZVPD basis set) for a 4-piece molecular cluster, C5H17NO2 overall.

Values from the calculation:
- HOMO: -8.3 eV
- Energy relative to the best compared isomer or geometry (same formula, charge and spin): 8.758 eV
- Maximum force: 0.0869 hartree/bohr
- Molecular weight: 123.20 g mol⁻¹

Geometry as ORCA input:
```
! RIJCOSX wB97M-V def2-TZVPD def2/J DEFGRID3
* xyz 0 1
H 0.0072 1.9273 -2.4456
H 1.1775 -0.5973 0.1085
H 0.9030 -1.1897 -3.1451
C -1.1927 -0.9220 1.6463
C 1.2299 -1.3107 0.9279
H 1.5208 0.7994 2.4131
H -1.4841 -2.5766 -2.3540
C 0.1871 2.7071 -0.4650
H -1.5019 2.0438 -1.5370
C -0.4704 1.7166 -1.4797
H 1.2800 2.6704 -0.4417
H 0.7420 -2.2066 0.5228
H 2.2873 -1.5375 1.1732
H -0.1307 2.4648 0.5451
H -1.4512 -0.4024 0.6976
N 0.5637 0.7448 2.2077
O -1.2174 -2.0091 -1.5146
C 0.3378 -0.7304 2.0679
H -1.5732 -1.9379 1.7138
O 0.7981 -0.8746 -2.2600
H -0.1246 3.7315 -0.7658
H -0.3349 -1.5136 -1.7653
H -1.5637 -0.3169 2.4376
H 0.3699 -1.2871 3.0228
H -0.3594 0.6067 -1.3108
*
```

# 7
Density functional theory data (ωB97M-V with the def2-TZVPD basis set) for a 3-piece molecular cluster, C5H17NO2 overall.

Values from the calculation:
- Expectation value of S²: 0.75
- HOMO (alpha / beta): -14.7 / -14.7 eV
- Energy relative to the best compared isomer or geometry (same formula, charge and spin): 1.357 eV
- Maximum force: 0.0529 hartree/bohr
- Molecular weight: 123.20 g mol⁻¹

Geometry as ORCA input:
```
! RIJCOSX wB97M-V def2-TZVPD def2/J DEFGRID3
* xyz 1 2
H 3.4315 -1.0403 -0.1051
H 0.4619 -0.5437 -2.1050
H 1.0832 1.0994 -1.3222
H -0.6981 0.5601 -2.1176
H 0.7232 -0.4516 2.7061
H -2.8481 -0.2876 -1.0044
H -0.8536 -1.2623 2.1458
C -0.0431 0.0851 0.7196
N -0.3917 1.4777 0.4843
H 0.3901 2.1345 0.4132
O 3.2629 -0.5951 0.7281
C -0.8875 -0.7784 -0.3443
H 2.1750 1.2634 -2.3929
C -0.6003 -0.4879 -1.8326
H -0.3100 -1.7008 -0.1716
H -2.5263 0.3200 0.5023
O 2.0321 1.1860 -1.4367
H -1.1542 1.8231 1.0666
H 3.3546 0.3408 0.7241
H -1.2540 -1.1415 -2.4045
H 0.9948 0.0201 0.3897
H -2.9101 -1.3878 0.5209
C -2.4259 -0.6187 -0.0547
H -0.7962 0.3613 2.7249
C -0.2103 -0.3758 2.1659
*
```

# 8
Density functional theory data (ωB97M-V with the def2-TZVPD basis set) for a 4-piece molecular cluster, C5H17NO4 overall.

Values from the calculation:
- HOMO: -9.4 eV
- SMILES: CCN(C)CC=O.O.O.O
- Energy relative to the best compared isomer or geometry (same formula, charge and spin): 2.821 eV
- Maximum force: 0.0722 hartree/bohr
- Molecular weight: 155.19 g mol⁻¹

Geometry as ORCA input:
```
! RIJCOSX wB97M-V def2-TZVPD def2/J DEFGRID3
* xyz 0 1
H -2.0080 -2.5458 0.8975
C -0.9234 -1.0226 -0.2079
O 2.0288 -1.9447 2.7568
H -1.2780 -1.7118 -1.0474
H -1.2545 -1.4404 1.9931
H 0.5519 2.6663 0.0585
H -0.0407 0.9280 1.7173
C 0.6781 2.3230 -0.9666
H 3.0475 -0.6309 -0.9296
C -2.1160 0.9337 -1.0546
H 1.9976 -1.0401 3.1022
H 0.0416 0.8926 -2.4138
H -2.6892 -0.9231 1.1231
H 1.1943 0.2275 -1.3645
C 0.2708 0.8379 -1.3281
H -3.0303 0.6087 -0.7257
H 3.4795 -1.1928 -2.1834
H -2.1883 0.7326 -2.2112
H 0.0361 -1.4675 0.0557
H -2.1735 2.0261 -0.7085
O 0.6080 1.2730 2.3322
O 1.2465 2.9805 -1.8111
O 2.9097 -0.4362 -1.8749
C -1.7904 -1.5004 1.0285
N -0.8723 0.3893 -0.4544
H 1.0015 -2.0481 2.5546
H 1.2729 1.0852 1.6622
*
```

# 9
Density functional theory data (ωB97M-V with the def2-TZVPD basis set) for a 3-piece molecular cluster, C5H18N2O2 overall.

Values from the calculation:
- HOMO: -9.2 eV
- SMILES: CNC[C@H](C)NC.O.O
- Energy relative to the best compared isomer or geometry (same formula, charge and spin): 0.000 eV
- Maximum force: 0.0133 hartree/bohr
- Molecular weight: 138.21 g mol⁻¹

Geometry as ORCA input:
```
! RIJCOSX wB97M-V def2-TZVPD def2/J DEFGRID3
* xyz 0 1
N 1.4289 -0.0351 0.3239
O 0.1060 -3.0122 -0.1093
H -0.6004 1.3203 -0.5446
H 2.4581 -1.0113 1.9288
H -1.5488 2.3900 1.4425
H 3.4302 -0.6129 0.5070
H 0.0019 -0.4636 1.8311
H 2.9181 0.6585 1.6273
H 0.5691 1.2203 1.7181
H -2.8464 1.6914 0.4656
C -0.9374 0.6784 0.2663
H -2.3812 -0.7793 0.1672
H -2.1804 -1.4096 -2.0937
C 2.6129 -0.2643 1.1377
H 2.4526 2.5019 -1.5498
H -0.7846 -0.3605 -2.2467
C -1.7373 -0.4796 -1.7391
C -1.9760 1.4533 1.0790
N -1.5080 -0.5573 -0.2949
H -0.6015 -3.6612 -0.0491
H 1.5467 1.3751 -0.9972
H -0.3484 -2.1458 -0.1642
H -2.2775 0.8740 1.9563
H -2.4073 0.3349 -2.0345
C 0.2710 0.3464 1.1388
H 1.2174 -0.8855 -0.1863
O 1.5615 2.1388 -1.6080
*
```

# 10
Density functional theory data (ωB97M-V with the def2-TZVPD basis set) for a 3-piece molecular cluster, C5H18NO2 overall.

Values from the calculation:
- HOMO: -14.2 eV
- Energy relative to the best compared isomer or geometry (same formula, charge and spin): 2.207 eV
- Maximum force: 0.1024 hartree/bohr
- Molecular weight: 124.20 g mol⁻¹

Geometry as ORCA input:
```
! RIJCOSX wB97M-V def2-TZVPD def2/J DEFGRID3
* xyz 1 1
H 0.7552 -1.2936 1.4780
H 0.6980 -2.4818 -1.1928
H -2.2751 -2.0413 1.0957
C 1.0886 -1.4383 -1.1464
O 3.3728 1.0260 -0.0282
H -1.3456 -2.5278 -0.2875
H -2.5019 2.7666 1.2225
H -2.5660 -1.1316 -0.4609
H -0.5178 -0.4780 -1.9789
C 0.0796 -0.3732 -0.9783
H 4.1547 0.8967 0.4098
O -2.7594 1.9322 0.8668
H -0.2354 1.7269 -0.9371
H -0.7285 -1.4196 2.2442
H -0.0609 0.0483 2.2907
C -0.8149 -0.4637 0.3174
H -1.4540 0.4451 0.2478
H 1.5187 -1.4262 -2.2215
H 1.2764 1.2668 -0.2131
H -3.1947 1.3403 1.4336
N 0.6708 1.1058 -0.9487
H 1.9843 -1.5916 -0.5581
C -1.8509 -1.6371 0.1685
C -0.1598 -0.7623 1.6335
H 3.5648 1.2287 -0.9257
H 1.2690 1.3130 -1.6821
*
```

Q: Which of these has the highest maximum force?
A: number 2

Q: Which value of molecular weight does entry 2 give?
A: 121.20 g mol⁻¹

What did the seventh record say?
Density functional theory data (ωB97M-V with the def2-TZVPD basis set) for a 3-piece molecular cluster, C5H17NO2 overall.

Values from the calculation:
- Expectation value of S²: 0.75
- HOMO (alpha / beta): -14.7 / -14.7 eV
- Energy relative to the best compared isomer or geometry (same formula, charge and spin): 1.357 eV
- Maximum force: 0.0529 hartree/bohr
- Molecular weight: 123.20 g mol⁻¹

Geometry as ORCA input:
```
! RIJCOSX wB97M-V def2-TZVPD def2/J DEFGRID3
* xyz 1 2
H 3.4315 -1.0403 -0.1051
H 0.4619 -0.5437 -2.1050
H 1.0832 1.0994 -1.3222
H -0.6981 0.5601 -2.1176
H 0.7232 -0.4516 2.7061
H -2.8481 -0.2876 -1.0044
H -0.8536 -1.2623 2.1458
C -0.0431 0.0851 0.7196
N -0.3917 1.4777 0.4843
H 0.3901 2.1345 0.4132
O 3.2629 -0.5951 0.7281
C -0.8875 -0.7784 -0.3443
H 2.1750 1.2634 -2.3929
C -0.6003 -0.4879 -1.8326
H -0.3100 -1.7008 -0.1716
H -2.5263 0.3200 0.5023
O 2.0321 1.1860 -1.4367
H -1.1542 1.8231 1.0666
H 3.3546 0.3408 0.7241
H -1.2540 -1.1415 -2.4045
H 0.9948 0.0201 0.3897
H -2.9101 -1.3878 0.5209
C -2.4259 -0.6187 -0.0547
H -0.7962 0.3613 2.7249
C -0.2103 -0.3758 2.1659
*
```

Q: Number 9 is which compound?
A: C5H18N2O2